C6H10N | the ωB97M-V functional and the def2-TZVPD basis

SMILES string: C[N+]1(C)CC#CC1
Net charge: +1
DFT total energy (a.u.): -288.90607
2S+1: 1
F_max (eV/A): 4.5
ΔE to the lowest compared entry with this formula, charge and spin (kcal per mole): 111.0
Frontier orbital gap (alpha / beta) (eV): 9.22 / 9.22

Each line ends with the Mulliken charge.
Geometry (Å):
C -2.56247 0.67423 -0.22001  -0.21
C -2.44502 -0.56636 -0.20377  0.09
C -1.25128 1.25696 0.15071  -0.13
C -1.21854 -1.31364 0.12593  -0.49
C 0.73352 0.04504 1.18035  -0.95
C 0.40661 -0.04229 -1.21401  -1.00
N -0.29650 -0.02261 0.10255  -0.23
H -0.85674 1.96397 -0.45729  0.36
H -1.34615 1.41592 1.22528  0.32
H -1.08624 -1.88631 0.99975  0.41
H -0.74790 -2.01934 -0.54784  0.32
H 1.27817 -0.93673 1.19874  0.36
H 1.26608 0.95984 0.88188  0.41
H 0.23348 0.21899 2.04554  0.47
H 1.12587 -0.77132 -1.32364  0.38
H -0.41141 -0.19005 -1.89644  0.50
H 0.86709 0.96467 -1.35739  0.38